A single C5H11FNO4P molecule. Source: the OMol25 dataset; level of theory: ωB97M-V/def2-TZVPD.

Computed properties:
Spin multiplicity ... 1
Total charge ... 0
E_HOMO ... -10.2 eV
Gap between HOMO and LUMO ... 0.394 Ha
SMILES string ... [H]/N=C\CO[P@](=O)(O)O[C@@H](F)CC

Atoms and positions in Å:
H (-1.667, 2.216, -1.651)
N (-1.442, 2.995, -1.031)
C (-1.492, 2.624, 0.167)
C (-1.869, 1.265, 0.682)
O (-2.098, 0.365, -0.404)
P (-1.563, -1.115, -0.373)
O (-1.814, -1.860, -1.595)
O (-2.208, -1.677, 0.971)
O (-0.025, -1.049, 0.065)
C (0.935, -0.564, -0.852)
F (0.940, 0.818, -0.752)
C (2.294, -1.110, -0.497)
C (2.795, -0.612, 0.855)
H (-1.269, 3.349, 0.953)
H (-1.113, 0.880, 1.369)
H (-2.803, 1.356, 1.244)
H (-2.208, -2.648, 0.946)
H (0.637, -0.806, -1.875)
H (2.971, -0.790, -1.292)
H (2.237, -2.199, -0.514)
H (3.010, 0.456, 0.815)
H (3.710, -1.129, 1.140)
H (2.042, -0.765, 1.629)

=====

2 unconnected molecules or ions with the total composition C5H11FO at a distorted geometry. Source: the OMol25 dataset; level of theory: ωB97M-V/def2-TZVPD.

Computed properties:
Spin multiplicity ... 1
Total charge ... 0
Relative energy (zero: lowest compared OMol25 entry of this formula, charge and spin) ... 3.613 eV
E_HOMO (alpha / beta) ... -7.5 / -7.1 eV
Gap between HOMO and LUMO (alpha / beta) ... 0.304 / 0.293 Ha

Atoms and positions in Å:
C (-1.911, -1.248, -0.041)
C (0.074, 1.930, -0.134)
C (-0.925, -1.105, 1.054)
C (1.316, -0.167, -1.017)
C (0.835, 0.670, 0.185)
O (1.703, 0.829, 1.219)
F (1.876, -1.365, -0.609)
H (-2.878, -1.083, 0.362)
H (-1.751, -2.405, -0.406)
H (-1.679, -0.652, -0.899)
H (-0.944, 1.776, 0.032)
H (0.300, 2.102, -1.176)
H (0.442, 2.882, 0.377)
H (-1.396, -0.892, 1.992)
H (0.016, -1.468, 1.190)
H (0.525, -0.293, -1.735)
H (2.134, 0.405, -1.522)
H (2.262, 0.083, 1.127)

=====

A single C5H11FO2 molecule at a distorted geometry. Source: the OMol25 dataset; level of theory: ωB97M-V/def2-TZVPD.

Computed properties:
Spin multiplicity ... 1
Total charge ... 0
Relative energy (zero: lowest compared OMol25 entry of this formula, charge and spin) ... 0.150 eV
E_HOMO ... -9.4 eV
Gap between HOMO and LUMO ... 0.373 Ha
SMILES string ... CC(C)[C@H](F)C(O)O

Atoms and positions in Å:
C (1.481, -1.224, -0.475)
C (0.528, -0.098, -0.073)
C (1.205, 0.873, 0.892)
C (-0.744, -0.620, 0.573)
F (-1.135, -1.858, 0.103)
C (-2.143, 0.449, 0.017)
O (-3.256, 0.075, 0.730)
O (-2.232, 0.322, -1.345)
H (1.762, -1.820, 0.389)
H (2.381, -0.801, -0.914)
H (1.015, -1.878, -1.208)
H (0.244, 0.440, -0.985)
H (0.484, 1.593, 1.282)
H (1.998, 1.421, 0.384)
H (1.637, 0.326, 1.731)
H (-0.743, -0.665, 1.660)
H (-1.882, 1.475, 0.257)
H (-3.393, -0.880, 0.641)
H (-2.523, -0.573, -1.569)

=====

2 unconnected molecules or ions with the total composition C5H11INO at a distorted geometry. Source: the OMol25 dataset; level of theory: ωB97M-V/def2-TZVPD.

Computed properties:
Spin multiplicity ... 1
Total charge ... +1
Relative energy (zero: lowest compared OMol25 entry of this formula, charge and spin) ... 5.930 eV
E_HOMO ... -12.7 eV
Gap between HOMO and LUMO ... 0.338 Ha

Atoms and positions in Å:
C (-0.751, 1.080, 1.347)
C (-0.879, -0.224, 0.762)
C (-0.497, -2.390, -0.391)
C (-0.478, 1.435, -1.091)
C (-0.468, -1.490, 0.751)
N (-1.355, 0.916, -0.024)
O (2.103, 1.184, 0.265)
I (3.710, 0.193, 0.321)
H (-1.255, 1.433, 2.224)
H (0.184, 1.565, 1.416)
H (-0.984, -2.053, -1.327)
H (-1.115, -3.346, -0.337)
H (0.393, -2.856, -0.774)
H (0.631, 1.335, -0.968)
H (-0.910, 0.966, -2.077)
H (-0.765, 2.440, -1.029)
H (4.805, 0.855, -0.693)
H (-0.047, -1.998, 1.621)
H (-2.324, 0.953, 0.003)

=====

A gas-phase ion, C5H11N (charge -1) at a distorted geometry. Source: the OMol25 dataset; level of theory: ωB97M-V/def2-TZVPD.

Computed properties:
Spin multiplicity ... 2
Total charge ... -1
Relative energy (zero: lowest compared OMol25 entry of this formula, charge and spin) ... 1.075 eV
E_HOMO (alpha / beta) ... 0.5 / -2.1 eV
Gap between HOMO and LUMO (alpha / beta) ... 0.149 / 0.237 Ha

Atoms and positions in Å:
C (1.335, -0.588, 1.183)
C (-0.206, -0.591, 1.033)
C (-0.649, -0.508, -0.448)
C (-0.093, 0.650, -1.218)
C (0.345, 0.574, -2.568)
N (-0.763, 0.499, 1.843)
H (1.752, 0.397, 1.382)
H (1.596, -1.197, 2.060)
H (1.777, -1.051, 0.296)
H (-0.481, -1.595, 1.380)
H (-1.763, -0.468, -0.367)
H (-0.323, -1.434, -0.949)
H (-0.531, 1.605, -0.859)
H (1.073, 1.302, -2.922)
H (-0.069, -0.165, -3.253)
H (-0.541, 1.325, 1.289)
H (-1.774, 0.400, 1.852)

=====

2 unconnected molecules or ions with the total composition C5H11N at a distorted geometry. Source: the OMol25 dataset; level of theory: ωB97M-V/def2-TZVPD.

Computed properties:
Spin multiplicity ... 2
Total charge ... -1
Relative energy (zero: lowest compared OMol25 entry of this formula, charge and spin) ... 4.540 eV
E_HOMO (alpha / beta) ... -2.5 / -1.9 eV
Gap between HOMO and LUMO (alpha / beta) ... 0.258 / 0.215 Ha

Atoms and positions in Å:
C (-0.687, -1.261, 0.454)
C (-0.303, -0.223, 1.511)
C (-0.592, 1.245, 0.924)
C (0.288, 1.262, -0.197)
C (-0.232, 0.862, -1.377)
N (0.569, 0.241, -2.326)
H (0.253, -1.269, -0.360)
H (-0.732, -2.243, 0.831)
H (-1.592, -0.908, -0.139)
H (0.813, -0.446, 1.525)
H (-0.693, -0.493, 2.492)
H (-0.395, 2.043, 1.662)
H (-1.706, 1.238, 0.627)
H (1.338, 1.376, -0.063)
H (1.759, -0.791, -0.955)
H (1.584, 0.189, -2.127)
H (0.328, -0.823, -2.482)

=====

A single C5H11N molecule at a distorted geometry. Source: the OMol25 dataset; level of theory: ωB97M-V/def2-TZVPD.

Computed properties:
Spin multiplicity ... 1
Total charge ... 0
Relative energy (zero: lowest compared OMol25 entry of this formula, charge and spin) ... 3.848 eV
E_HOMO ... -8.4 eV
Gap between HOMO and LUMO ... 0.344 Ha
SMILES string ... CC[C@H]1CN1C

Atoms and positions in Å:
C (-2.043, -0.180, -1.507)
C (-1.050, 0.798, -0.826)
C (-0.161, 0.135, 0.211)
C (1.096, -0.521, -0.248)
N (1.581, 0.478, 0.637)
C (1.705, -0.161, 1.973)
H (-1.564, -1.081, -1.908)
H (-2.839, -0.507, -0.827)
H (-2.532, 0.325, -2.352)
H (-0.449, 1.275, -1.608)
H (-1.647, 1.573, -0.335)
H (-0.039, 0.676, 1.161)
H (1.301, -0.206, -1.277)
H (1.365, -1.559, -0.062)
H (1.785, 0.573, 2.783)
H (2.619, -0.767, 1.963)
H (0.873, -0.851, 2.224)

=====

A single C5H11N molecule. Source: the OMol25 dataset; level of theory: ωB97M-V/def2-TZVPD.

Computed properties:
Spin multiplicity ... 1
Total charge ... 0
Relative energy (zero: lowest compared OMol25 entry of this formula, charge and spin) ... 1.281 eV
E_HOMO ... -9.1 eV
Gap between HOMO and LUMO ... 0.380 Ha
SMILES string ... CCN1C[C@H]1C

Atoms and positions in Å:
C (1.449, 1.339, 1.011)
C (0.453, 1.371, -0.142)
N (0.279, 0.005, -0.596)
C (-0.618, -0.343, -1.669)
C (-0.934, -0.689, -0.247)
C (-0.760, -1.962, 0.547)
H (1.661, 2.337, 1.406)
H (1.066, 0.713, 1.825)
H (2.382, 0.887, 0.661)
H (-0.505, 1.819, 0.179)
H (0.840, 1.979, -0.967)
H (-1.224, 0.458, -2.103)
H (-0.233, -1.054, -2.398)
H (-1.747, -0.065, 0.138)
H (-1.654, -2.594, 0.568)
H (-0.552, -1.654, 1.581)
H (0.098, -2.545, 0.205)

=====

A single C5H11N molecule. Source: the OMol25 dataset; level of theory: ωB97M-V/def2-TZVPD.

Computed properties:
Spin multiplicity ... 1
Total charge ... 0
Relative energy (zero: lowest compared OMol25 entry of this formula, charge and spin) ... 1.329 eV
E_HOMO ... -8.9 eV
Gap between HOMO and LUMO ... 0.375 Ha
SMILES string ... CCN1C[C@H]1C

Atoms and positions in Å:
C (-0.224, -1.953, 0.611)
C (0.899, -0.945, 0.859)
N (0.783, 0.126, -0.110)
C (0.919, 1.523, 0.222)
C (-0.407, 0.942, -0.144)
C (-1.042, 1.034, -1.516)
H (0.074, -2.973, 0.863)
H (-1.118, -1.709, 1.192)
H (-0.499, -1.935, -0.449)
H (0.873, -0.591, 1.904)
H (1.878, -1.410, 0.702)
H (1.075, 1.799, 1.268)
H (1.470, 2.136, -0.490)
H (-1.101, 0.866, 0.699)
H (-1.203, 2.057, -1.864)
H (-2.003, 0.507, -1.532)
H (-0.373, 0.527, -2.216)

=====

A single C5H11N molecule at a distorted geometry. Source: the OMol25 dataset; level of theory: ωB97M-V/def2-TZVPD.

Computed properties:
Spin multiplicity ... 1
Total charge ... 0
Relative energy (zero: lowest compared OMol25 entry of this formula, charge and spin) ... 2.162 eV
E_HOMO ... -9.1 eV
Gap between HOMO and LUMO ... 0.377 Ha
SMILES string ... C=CCNCC

Atoms and positions in Å:
C (-0.828, 2.778, -0.955)
C (-1.152, 1.495, -1.122)
C (-0.080, 0.235, -0.682)
N (-0.748, -0.331, 0.411)
C (0.143, -1.710, 0.741)
C (1.528, -1.405, 1.268)
H (-1.428, 3.581, -1.384)
H (0.087, 3.071, -0.445)
H (-2.107, 1.214, -1.559)
H (0.008, -0.388, -1.577)
H (0.869, 0.698, -0.404)
H (-1.670, -0.659, 0.123)
H (0.173, -2.368, -0.133)
H (-0.464, -2.209, 1.499)
H (1.493, -0.641, 2.050)
H (2.193, -1.056, 0.472)
H (1.984, -2.305, 1.697)

=====

A single C5H11N molecule. Source: the OMol25 dataset; level of theory: ωB97M-V/def2-TZVPD.

Computed properties:
Spin multiplicity ... 1
Total charge ... 0
Relative energy (zero: lowest compared OMol25 entry of this formula, charge and spin) ... 2.886 eV
E_HOMO (alpha / beta) ... -6.9 / -6.9 eV
Gap between HOMO and LUMO (alpha / beta) ... 0.288 / 0.288 Ha

Atoms and positions in Å:
C (-2.168, -0.407, 1.227)
C (-1.035, 0.303, 0.484)
C (0.068, -0.653, 0.029)
N (1.179, 0.047, -0.644)
C (2.197, 0.578, 0.052)
C (1.212, 0.249, -1.968)
H (-2.666, -1.154, 0.598)
H (-2.932, 0.311, 1.543)
H (-1.807, -0.918, 2.128)
H (-1.441, 0.821, -0.394)
H (-0.581, 1.064, 1.129)
H (-0.326, -1.407, -0.659)
H (0.501, -1.173, 0.893)
H (2.583, 1.520, -0.307)
H (2.701, 0.031, 0.839)
H (0.330, 0.555, -2.515)
H (2.185, 0.233, -2.435)

=====

A single C5H11N molecule at a distorted geometry. Source: the OMol25 dataset; level of theory: ωB97M-V/def2-TZVPD.

Computed properties:
Spin multiplicity ... 1
Total charge ... 0
Relative energy (zero: lowest compared OMol25 entry of this formula, charge and spin) ... 2.758 eV
E_HOMO ... -8.5 eV
Gap between HOMO and LUMO ... 0.353 Ha
SMILES string ... C[C@@H]1C[C@]1(C)N

Atoms and positions in Å:
C (0.594, -0.843, 1.718)
C (0.574, 0.290, 0.801)
C (-0.692, 1.121, 0.457)
C (-0.247, 0.203, -0.550)
C (0.502, 0.752, -1.765)
N (-0.727, -1.192, -0.655)
H (-0.338, -1.317, 1.984)
H (1.115, -1.659, 1.319)
H (0.861, -0.564, 2.790)
H (1.617, 0.452, 0.384)
H (-1.661, 0.724, 0.827)
H (-0.607, 2.181, 0.390)
H (-0.204, 1.093, -2.486)
H (1.323, 1.363, -1.577)
H (1.144, -0.052, -2.203)
H (-1.583, -1.423, -1.201)
H (-0.970, -1.594, 0.388)

=====

A single C5H11N molecule. Source: the OMol25 dataset; level of theory: ωB97M-V/def2-TZVPD.

Computed properties:
Spin multiplicity ... 1
Total charge ... 0
Relative energy (zero: lowest compared OMol25 entry of this formula, charge and spin) ... 1.293 eV
E_HOMO ... -8.8 eV
Gap between HOMO and LUMO ... 0.368 Ha
SMILES string ... CCN1C[C@H]1C

Atoms and positions in Å:
C (-1.843, 0.978, -0.061)
C (-1.427, -0.386, -0.601)
N (0.016, -0.661, -0.569)
C (0.555, -1.434, 0.533)
C (0.881, 0.005, 0.389)
C (2.207, 0.503, -0.129)
H (-1.746, 1.044, 1.027)
H (-1.234, 1.773, -0.505)
H (-2.891, 1.174, -0.311)
H (-1.966, -1.176, -0.060)
H (-1.740, -0.460, -1.649)
H (-0.127, -1.709, 1.340)
H (1.282, -2.202, 0.271)
H (0.405, 0.657, 1.122)
H (2.931, 0.617, 0.685)
H (2.088, 1.476, -0.618)
H (2.610, -0.199, -0.865)

=====

A single C5H11N molecule at a distorted geometry. Source: the OMol25 dataset; level of theory: ωB97M-V/def2-TZVPD.

Computed properties:
Spin multiplicity ... 1
Total charge ... 0
Relative energy (zero: lowest compared OMol25 entry of this formula, charge and spin) ... 2.294 eV
E_HOMO ... -9.2 eV
Gap between HOMO and LUMO ... 0.383 Ha
SMILES string ... CC(C)N1CC1

Atoms and positions in Å:
C (-0.116, 1.582, 0.903)
C (0.225, 0.171, 0.479)
C (1.739, -0.039, 0.336)
N (-0.401, -0.056, -0.790)
C (-0.555, -1.515, -1.143)
C (-1.706, -0.612, -0.926)
H (0.278, 2.294, 0.168)
H (-1.204, 1.700, 0.942)
H (0.307, 1.801, 1.883)
H (-0.162, -0.564, 1.207)
H (2.158, 0.645, -0.412)
H (1.990, -1.063, 0.032)
H (2.235, 0.158, 1.292)
H (-0.376, -2.239, -0.339)
H (0.140, -1.250, -1.916)
H (-2.333, -0.270, -1.743)
H (-2.219, -0.743, 0.026)